ORCA calculation (ωB97M-V/def2-TZVPD) on a molecular structure, C24H28N4OSYb at a distorted geometry.

Computed properties:
Gap between HOMO and LUMO (alpha / beta) ... 5.74 / 5.44 eV
HOMO (alpha / beta) ... -3.299 / -3.228 eV
⟨S²⟩ ... 0.805
LUMO (alpha / beta) ... 2.44 / 2.21 eV
2S+1 ... 2
Largest force on an atom ... 4.0 eV/A
Net charge ... -1
E ... -75716.891 eV

Each line ends with the Löwdin charge.
Geometry (Å):
Yb1 1.5733 -0.6272 -0.4515  1.0507
C1 -4.4139 1.1875 0.7903  -0.0806
C2 -3.5229 1.5964 1.9529  -0.2109
N1 -2.1588 1.9598 1.5434  -0.1400
C3 -1.8012 3.3547 1.5975  -0.2762
C4 -2.0963 4.1031 0.3070  -0.0882
C5 -1.3143 1.0111 1.0586  -0.6908
S1 0.2070 1.4868 0.3845  0.6268
N2 -1.7004 -0.2721 1.2277  0.0874
C6 -1.0343 -1.4160 1.1828  -0.4351
O1 0.2164 -1.6284 0.9699  -0.1985
C7 -1.8469 -2.6492 1.3820  -0.1452
C8 -1.2561 -3.8824 1.2708  -0.0346
C9 -2.0312 -5.0239 1.2695  -0.0866
C10 -3.4054 -4.9481 1.4600  -0.0972
C11 -3.9746 -3.6972 1.6289  -0.1037
C12 -3.2359 -2.5328 1.5795  -0.0186
H1 -5.4636 1.0567 1.0014  0.0643
H2 -4.0289 0.2655 0.3322  0.0647
H3 -4.3877 2.0023 0.0801  0.0630
H4 -3.4718 0.8020 2.7123  0.1121
H5 -3.9481 2.4778 2.4299  0.1049
H6 -0.7285 3.4389 1.8328  0.0837
H7 -2.4027 3.7370 2.4280  0.1085
H8 -1.6804 3.5330 -0.5330  0.0624
H9 -1.6282 5.0882 0.3124  0.0718
H10 -3.1596 4.2402 0.1795  0.0578
H11 -0.1595 -4.0014 1.1428  0.1293
H12 -1.5957 -6.0177 1.2127  0.0999
H13 -4.0541 -5.7931 1.5356  0.0889
H14 -5.0561 -3.6318 1.8269  0.1038
H15 -3.7492 -1.5739 1.6747  0.0951
C13 -0.8673 -2.2201 -2.8728  -0.0812
C14 -0.0478 -1.1449 -3.5404  -0.4380
C15 -0.1538 -0.6620 -4.8659  -0.1303
C16 0.9354 0.1617 -5.0802  -0.1235
C17 1.6794 0.1498 -3.8674  -0.4103
C18 2.9948 0.8235 -3.6091  -0.0929
N3 1.0264 -0.5966 -2.8934  -0.0566
H16 -1.7046 -2.4383 -3.5586  0.0651
H17 -1.2069 -1.8714 -1.8751  0.0511
H18 -0.2345 -3.1453 -2.7375  0.0740
H19 -0.9223 -0.9108 -5.5957  0.0746
H20 1.2456 0.6602 -5.9627  0.0645
H21 3.7170 0.4846 -4.3991  0.0700
H22 3.3570 0.4819 -2.5954  0.0383
H23 2.9182 1.9364 -3.6876  0.0681
N4 3.5807 -0.1529 0.2259  -0.1061
C19 4.4904 0.4663 0.8018  -0.4989
C20 5.2831 1.6218 0.2928  -0.0216
C21 6.0924 2.3162 1.1473  -0.1496
C22 6.2405 1.9719 2.4765  -0.1377
C23 5.5759 0.8649 2.9783  -0.1450
C24 4.7429 0.1106 2.2127  -0.0454
H24 5.1561 1.9158 -0.7331  0.0855
H25 6.6576 3.1781 0.7446  0.1000
H26 6.8727 2.5732 3.1434  0.0940
H27 5.7382 0.5080 4.0077  0.0965
H28 4.1425 -0.7287 2.5208  0.0869